14
Properties=species:S:1:pos:R:3 method="wB97M-V/def2-TZVPD" multiplicity=1 e_above_lowest_kcal_mol=97.73 e_tot_ha=-695.9477 e_homo_ev=-10.2 smiles="C[C@@H](O)[C@H](I)[N+](=O)[O-]"
C 1.420 -0.186 0.237
C 0.198 0.713 0.342
O 0.632 1.852 -0.425
C -0.824 -0.044 -0.375
I -2.838 0.621 -0.003
N -0.892 -1.544 -0.027
O -0.882 -2.257 -0.985
O -0.986 -1.915 1.120
H 1.710 0.072 -0.824
H 2.158 0.224 0.860
H 1.096 -1.134 0.475
H -0.130 0.992 1.312
H 0.021 2.553 -0.283
H -0.681 0.053 -1.424

---

125
Properties=species:S:1:pos:R:3 method="wB97M-V/def2-TZVPD" multiplicity=1 e_above_lowest_kcal_mol=16.96 e_tot_ha=-4580.0763 e_homo_ev=-8.0 smiles="O=S1(=O)CCCC1.O=S1(=O)CCCC1.O=S1(=O)CCCC1.O=S1(=O)CCCC1.O=S1(=O)CCCC1.c1cc[nH]c1.c1cc[nH]c1.c1cc[nH]c1.c1cc[nH]c1.c1cc[nH]c1"
O 14.303 9.014 14.430
S 13.534 8.883 15.695
O 12.296 9.668 15.857
C 13.303 7.028 16.013
C 13.928 6.888 17.427
C 15.096 7.818 17.674
C 14.659 9.204 17.176
H 13.917 6.603 15.219
H 12.256 6.769 15.857
H 13.134 7.190 18.110
H 14.356 5.930 17.723
H 15.846 7.457 16.970
H 15.451 7.867 18.703
H 15.471 9.911 17.004
H 13.951 9.750 17.800
O 7.294 14.150 16.621
S 6.061 14.767 16.253
O 5.398 15.743 17.166
C 6.306 15.620 14.614
C 5.240 15.076 13.608
C 4.964 13.643 14.099
C 4.816 13.539 15.670
H 7.348 15.527 14.308
H 6.082 16.644 14.914
H 4.325 15.646 13.767
H 5.434 15.257 12.551
H 5.594 12.800 13.814
H 3.995 13.431 13.648
H 4.943 12.624 16.249
H 3.833 13.894 15.983
O 9.803 6.492 11.791
S 10.630 7.555 12.212
O 11.246 7.567 13.566
C 11.904 8.020 10.938
C 11.750 9.490 10.689
C 10.199 9.800 10.833
C 9.629 9.069 12.030
H 11.585 7.422 10.084
H 12.907 7.724 11.246
H 12.309 9.920 11.519
H 12.059 9.740 9.674
H 9.788 9.404 9.905
H 9.995 10.871 10.846
H 8.579 8.830 12.203
H 9.952 9.739 12.827
O 7.155 5.438 20.883
S 7.762 5.354 19.571
O 7.273 4.494 18.492
C 7.816 7.102 18.865
C 9.209 7.626 18.954
C 10.038 6.726 19.851
C 9.605 5.317 19.715
H 7.035 7.709 19.323
H 7.662 7.069 17.786
H 9.681 7.617 17.971
H 9.210 8.611 19.421
H 9.943 6.876 20.926
H 11.068 6.723 19.495
H 9.882 4.476 20.351
H 9.791 4.963 18.701
O 10.599 2.896 14.574
S 9.645 3.636 15.361
O 10.024 4.648 16.279
C 8.447 4.426 14.199
C 7.083 4.289 15.005
C 6.942 2.925 15.679
C 8.400 2.497 16.104
H 8.448 3.759 13.337
H 8.872 5.391 13.922
H 7.007 4.967 15.855
H 6.236 4.462 14.341
H 6.549 2.240 14.928
H 6.279 3.005 16.540
H 8.588 1.524 15.650
H 8.587 2.506 17.178
C 4.891 10.952 19.454
C 3.892 10.216 18.801
C 4.360 9.821 17.561
N 5.675 10.149 17.584
C 5.998 10.877 18.618
H 4.880 11.419 20.429
H 2.894 9.967 19.129
H 3.859 9.153 16.876
H 6.301 9.840 16.854
H 7.011 11.240 18.703
C 7.327 8.404 14.659
C 7.315 9.787 14.823
C 8.463 10.233 15.458
N 9.060 9.053 15.826
C 8.460 7.964 15.299
H 6.578 7.883 14.080
H 6.649 10.445 14.285
H 8.817 11.222 15.709
H 9.886 9.041 16.406
H 8.946 7.010 15.442
C 2.316 11.195 13.095
C 3.419 10.927 12.276
C 3.160 11.043 10.904
N 1.854 11.478 10.896
C 1.362 11.578 12.205
H 2.258 11.128 14.172
H 4.377 10.640 12.685
H 3.782 10.833 10.047
H 1.243 11.581 10.098
H 0.346 11.918 12.339
C 5.674 7.479 11.350
C 4.609 7.274 12.310
C 4.601 5.982 12.630
N 5.621 5.322 11.960
C 6.287 6.256 11.190
H 6.112 8.394 10.981
H 3.988 8.054 12.724
H 4.038 5.494 13.413
H 5.941 4.367 12.032
H 7.211 6.011 10.687
C 12.292 10.709 20.514
C 11.534 10.136 19.536
C 11.098 11.141 18.741
N 11.567 12.341 19.264
C 12.379 12.038 20.323
H 12.913 10.266 21.278
H 11.433 9.064 19.447
H 10.473 11.094 17.862
H 11.138 13.231 19.054
H 12.922 12.802 20.860

---

85
Properties=species:S:1:pos:R:3 method="wB97M-V/def2-TZVPD" multiplicity=1 e_above_lowest_kcal_mol=49.59 e_tot_ha=-1767.5377 e_homo_ev=-10.2 total_charge=+1
C -0.014 -2.544 3.768
C -0.826 -1.293 3.602
C -0.230 -0.028 3.404
N 1.180 0.123 3.282
C 2.018 -0.465 2.356
N 3.271 -0.174 2.809
C 4.524 -0.780 2.412
C 3.218 0.691 3.907
C 1.927 0.871 4.214
C -0.998 1.147 3.359
C -0.373 2.496 3.144
C -2.392 1.032 3.398
C -3.011 -0.211 3.535
C -4.504 -0.267 3.539
C -2.225 -1.360 3.638
H -0.698 -3.405 3.730
H 0.707 -2.660 2.949
H 0.517 -2.595 4.734
H 4.391 -1.483 1.583
H 5.240 0.001 2.132
H 4.949 -1.320 3.277
H 4.117 1.062 4.376
H 1.461 1.410 5.028
H -1.171 3.153 2.761
H 0.015 2.956 4.073
H 0.434 2.472 2.389
H -2.987 1.935 3.268
H -4.842 -1.294 3.692
H -4.904 0.371 4.336
H -4.900 0.106 2.586
H -2.709 -2.339 3.717
C 3.147 -6.612 -2.427
N 3.437 -5.949 -1.152
C 4.626 -6.399 -0.500
C 5.857 -6.332 -1.183
C 7.031 -6.740 -0.550
C 6.973 -7.326 0.720
C 5.745 -7.439 1.384
C 4.575 -6.964 0.785
C 2.960 -4.662 -0.915
C 2.849 -4.162 0.403
C 2.449 -2.859 0.621
C 2.358 -1.922 -0.446
C 2.122 -0.551 -0.181
C 2.467 0.498 -1.075
C 1.646 1.653 -1.229
C 1.943 2.630 -2.170
C 3.177 2.607 -2.865
N 3.586 3.691 -3.660
C 2.687 4.280 -4.659
C 4.787 4.411 -3.382
C 5.993 4.088 -4.029
C 7.156 4.805 -3.734
C 7.117 5.877 -2.838
C 5.908 6.235 -2.228
C 4.742 5.533 -2.530
C 4.014 1.480 -2.704
C 3.639 0.423 -1.889
C 2.472 -2.447 -1.777
C 2.653 -3.798 -1.992
H 2.131 -6.365 -2.748
H 3.865 -6.326 -3.210
H 3.223 -7.698 -2.273
H 5.873 -5.919 -2.195
H 7.985 -6.612 -1.064
H 7.891 -7.684 1.193
H 5.693 -7.905 2.370
H 3.610 -7.032 1.293
H 3.088 -4.829 1.237
H 2.232 -2.480 1.624
H 1.467 -0.313 0.696
H 0.710 1.702 -0.664
H 1.265 3.474 -2.330
H 2.949 5.338 -4.793
H 2.810 3.774 -5.632
H 1.640 4.198 -4.347
H 5.994 3.266 -4.746
H 8.094 4.523 -4.218
H 8.030 6.431 -2.607
H 5.869 7.067 -1.523
H 3.783 5.818 -2.090
H 4.955 1.437 -3.259
H 4.232 -0.493 -1.884
H 2.361 -1.765 -2.620
H 2.652 -4.180 -3.014

---

10
Properties=species:S:1:pos:R:3 method="wB97M-V/def2-TZVPD" multiplicity=1 e_above_lowest_kcal_mol=52.67 e_tot_ha=-6259.0159 e_homo_ev="-9.2 / -9.3"
C 0.056 1.334 0.005
C -0.086 0.632 -1.244
C 0.179 -1.118 0.683
O 1.079 1.712 0.626
Cl -1.254 -1.308 1.646
Cl 0.395 -2.524 -0.326
Br -1.799 0.270 -1.912
Br 1.670 -0.578 1.612
H -0.855 1.702 0.519
H 0.614 -0.122 -1.609

---

112
Properties=species:S:1:pos:R:3 method="wB97M-V/def2-TZVPD" multiplicity=1 e_tot_ha=-2128.8239 e_homo_ev=-7.9 smiles=c1cc[nH]c1.c1cc[nH]c1.c1cc[nH]c1.c1cc[nH]c1.COCCNCCOC.CCCC#N.CCCC#N.CCCC#N.CCCC#N
C 13.589 10.436 -0.386
C 13.811 10.035 -1.708
C 15.173 10.236 -1.941
N 15.745 10.792 -0.800
C 14.783 10.836 0.153
H 12.693 10.263 0.192
H 13.054 9.604 -2.347
H 15.755 10.095 -2.840
H 16.716 11.039 -0.674
H 15.079 11.157 1.141
C 18.571 3.271 -3.965
C 18.624 4.615 -3.949
C 17.402 5.138 -3.552
N 16.591 4.081 -3.365
C 17.251 2.937 -3.659
H 19.459 2.681 -4.139
H 19.511 5.211 -4.107
H 17.028 6.132 -3.353
H 15.640 4.133 -3.029
H 16.754 1.995 -3.479
C 23.565 6.363 1.010
C 22.710 6.275 -0.118
C 23.430 6.924 -1.139
N 24.536 7.407 -0.619
C 24.660 7.142 0.710
H 23.413 5.947 1.995
H 21.722 5.866 -0.270
H 23.225 7.075 -2.188
H 25.261 7.871 -1.147
H 25.557 7.408 1.251
C 12.317 5.039 -2.538
C 12.050 3.720 -2.055
C 11.522 3.043 -3.124
N 11.591 3.848 -4.251
C 12.077 5.052 -3.906
H 12.690 5.868 -1.954
H 12.161 3.392 -1.032
H 11.112 2.048 -3.212
H 11.265 3.558 -5.162
H 12.126 5.828 -4.656
C 16.151 -1.927 -0.615
O 15.711 -1.692 0.727
C 14.866 -0.540 0.870
C 14.224 -0.665 2.239
N 13.408 -1.925 2.335
C 12.636 -1.895 3.585
C 12.013 -3.221 3.881
O 12.973 -4.106 4.349
C 12.469 -5.369 4.778
H 16.806 -1.090 -0.852
H 15.292 -1.978 -1.285
H 16.648 -2.890 -0.731
H 14.087 -0.494 0.108
H 15.452 0.367 0.716
H 13.519 0.161 2.333
H 15.001 -0.697 3.003
H 13.980 -2.740 2.505
H 11.816 -1.183 3.486
H 13.232 -1.581 4.442
H 11.563 -3.583 2.957
H 11.295 -3.101 4.692
H 12.253 -6.008 3.922
H 11.711 -5.276 5.556
H 13.298 -5.845 5.301
C 15.837 5.222 1.847
C 16.921 5.661 2.887
C 16.526 5.505 4.348
C 16.078 4.196 4.772
N 15.675 3.167 5.055
H 16.082 5.752 0.926
H 14.809 5.460 2.121
H 15.781 4.156 1.627
H 17.013 6.741 2.765
H 17.888 5.260 2.583
H 15.744 6.224 4.592
H 17.459 5.843 4.800
C 22.071 0.498 -6.981
C 21.172 -0.715 -7.425
C 20.158 -1.176 -6.398
C 20.712 -1.483 -5.116
N 21.143 -1.717 -4.078
H 23.031 0.542 -7.494
H 22.368 0.436 -5.934
H 21.536 1.438 -7.121
H 21.839 -1.565 -7.576
H 20.792 -0.574 -8.437
H 19.464 -1.972 -6.668
H 19.555 -0.306 -6.137
C 21.204 9.723 -10.809
C 19.981 8.858 -10.453
C 19.559 8.776 -9.005
C 20.597 8.223 -8.140
N 21.458 7.859 -7.506
H 22.029 9.341 -10.208
H 21.059 10.781 -10.591
H 21.540 9.641 -11.843
H 20.187 7.832 -10.759
H 19.140 9.189 -11.062
H 18.660 8.178 -8.851
H 19.390 9.736 -8.517
C 17.172 0.410 -10.463
C 16.719 1.656 -9.604
C 15.455 1.421 -8.731
C 15.574 0.413 -7.683
N 15.659 -0.418 -6.855
H 16.458 0.164 -11.248
H 17.322 -0.384 -9.732
H 18.072 0.729 -10.989
H 16.514 2.449 -10.323
H 17.550 1.959 -8.968
H 14.572 1.152 -9.310
H 15.137 2.392 -8.352

---

75
Properties=species:S:1:pos:R:3 method="wB97M-V/def2-TZVPD" multiplicity=1 e_above_lowest_kcal_mol=0.00 e_tot_ha=-1931.5214 e_homo_ev=-16.5 total_charge=+3
Pd -0.585 -0.429 0.951
C -4.476 -1.709 1.089
C -3.037 -1.827 1.479
C -2.442 -0.831 2.322
C -1.254 -1.090 3.060
C -0.864 -0.251 4.239
C -0.497 -2.205 2.672
C -0.914 -3.019 1.610
C -0.045 -4.143 1.134
C -2.247 -2.874 1.105
H -4.761 -0.674 0.898
H -5.100 -2.070 1.911
H -4.707 -2.316 0.219
H -3.025 0.046 2.582
H 0.211 -0.072 4.270
H -1.112 -0.793 5.154
H -1.400 0.697 4.260
H 0.454 -2.395 3.155
H 0.754 -3.768 0.490
H -0.616 -4.877 0.569
H 0.428 -4.646 1.977
H -2.633 -3.639 0.441
C 5.004 0.166 0.631
C 4.216 -1.134 0.405
C 4.663 -2.222 1.397
C 4.366 -1.619 -1.046
C 2.793 -0.853 0.639
N 1.680 -0.635 0.825
H 6.057 -0.030 0.435
H 4.912 0.512 1.661
H 4.675 0.955 -0.046
H 5.722 -2.421 1.236
H 4.116 -3.151 1.240
H 4.531 -1.899 2.429
H 5.423 -1.794 -1.244
H 4.006 -0.874 -1.756
H 3.832 -2.555 -1.211
C 0.043 4.573 -0.025
N 0.798 3.793 0.958
C 1.987 4.190 1.543
C 2.360 3.219 2.403
N 1.380 2.250 2.340
C 0.434 2.606 1.460
S -1.057 1.799 1.100
H 0.341 5.614 0.057
H -1.021 4.497 0.179
H 0.258 4.213 -1.029
H 2.450 5.134 1.310
H 3.214 3.143 3.052
H 1.343 1.409 2.893
C -5.556 1.234 -2.585
C -5.520 -0.156 -2.599
C -4.357 -0.813 -2.251
C -3.211 -0.079 -1.903
C -3.256 1.328 -1.902
C -4.425 1.974 -2.236
C -1.989 -0.793 -1.659
C -0.769 -0.251 -1.541
C 0.227 0.218 -2.357
C 1.288 1.041 -1.871
C 2.189 1.581 -2.748
C 2.089 1.288 -4.116
C 1.075 0.471 -4.622
C 0.139 -0.045 -3.764
H -6.469 1.749 -2.852
H -6.398 -0.718 -2.886
H -4.315 -1.895 -2.283
H -2.376 1.896 -1.625
H -4.471 3.055 -2.236
H -2.044 -1.879 -1.562
H 1.348 1.243 -0.812
H 2.982 2.229 -2.399
H 2.814 1.712 -4.801
H 1.021 0.264 -5.682
H -0.673 -0.658 -4.132

---

72
Properties=species:S:1:pos:R:3 method="wB97M-V/def2-TZVPD" s_squared=2.036 multiplicity=3 e_above_lowest_kcal_mol=0.00 e_tot_ha=-9012.1994 e_homo_ev="-4.5 / -4.5" total_charge=-1
V -1.936 -2.001 1.097
O 1.115 -2.884 3.404
S 0.652 -2.379 2.145
O -0.044 -3.299 1.237
N -0.366 -1.166 2.226
C -0.695 -0.485 3.396
C 0.140 -0.070 4.403
C -0.375 0.665 5.490
C -1.700 0.992 5.573
C -2.592 0.561 4.562
C -3.984 0.815 4.567
C -4.763 0.331 3.558
C -4.169 -0.429 2.532
N -2.884 -0.685 2.504
C -2.083 -0.186 3.490
C 2.078 -1.816 1.255
C 2.680 -2.662 0.337
C 3.813 -2.229 -0.341
C 4.332 -0.966 -0.094
C 3.725 -0.129 0.837
C 2.593 -0.554 1.515
H 1.190 -0.330 4.374
H 0.303 0.977 6.274
H -2.084 1.563 6.409
H -4.414 1.392 5.377
H -5.828 0.511 3.530
H -4.763 -0.851 1.731
H 2.253 -3.638 0.145
H 4.282 -2.876 -1.071
H 5.207 -0.627 -0.633
H 4.130 0.857 1.025
H 2.096 0.097 2.225
Se -2.489 -3.634 3.017
Te -4.920 -4.100 2.710
Te -4.462 -5.291 0.327
Se -3.410 -3.226 -0.634
C 2.148 4.936 -3.756
C 1.526 3.571 -3.507
S 2.520 2.308 -4.275
O 2.472 2.496 -5.702
O 3.807 2.276 -3.615
C 1.662 0.796 -3.876
C 2.068 0.289 -2.494
N 1.121 -0.689 -1.956
C 0.240 -0.449 -0.958
N -0.483 -1.532 -0.687
C -0.074 -2.510 -1.531
C 0.921 -2.013 -2.319
N 1.711 -2.724 -3.261
O 2.621 -2.127 -3.823
O 1.452 -3.899 -3.425
C 0.125 0.864 -0.267
H 1.545 5.707 -3.277
H 2.192 5.146 -4.824
H 3.159 4.982 -3.351
H 0.526 3.473 -3.926
H 1.480 3.331 -2.444
H 1.939 0.088 -4.656
H 0.594 1.013 -3.948
H 2.110 1.107 -1.780
H 3.056 -0.156 -2.533
H -0.497 -3.500 -1.513
H 1.090 1.178 0.132
H -0.573 0.767 0.557
H -0.236 1.631 -0.953
N -2.739 -0.388 -0.084
C -3.059 0.509 -0.737
C -3.328 1.616 -1.535
C -2.403 1.910 -2.554
N -1.587 2.110 -3.347
C -4.419 2.469 -1.253
N -5.310 3.166 -1.023